{
  "formula": "C22H66O11",
  "method": "the ωB97M-V functional and the def2-TZVPD basis",
  "e_lumo_ha": 0.01601,
  "smiles": "CCO.CCO.CCO.CCO.CCO.CCO.CCO.CCO.CCO.CCO.CCO",
  "homo_energy_ev": -9.5,
  "gap_ev": 10.0,
  "de_lowest_kcal_mol": 39.16,
  "largest_force_ev_per_a": 1.63,
  "species": ["H", "H", "H", "H", "C", "C", "H", "H", "H", "H", "H", "H", "C", "C", "H", "O", "H", "O", "H", "H", "H", "H", "H", "H", "C", "H", "H", "H", "O", "H", "C", "H", "H", "C", "H", "C", "H", "H", "C", "C", "H", "H", "H", "H", "H", "O", "H", "H", "C", "C", "C", "H", "H", "O", "H", "H", "H", "C", "H", "H", "H", "H", "H", "O", "C", "H", "H", "C", "H", "C", "C", "H", "H", "H", "H", "H", "H", "H", "O", "H", "C", "H", "H", "H", "H", "O", "H", "C", "O", "O", "O", "H", "H", "H", "C", "C", "H", "H", "H"],
  "positions_angstrom": [[-11.59143, -8.90882, 5.27917], [-9.09356, -7.47863, 0.88069], [-3.96849, -8.48515, -2.36935], [-11.87595, -7.41156, 2.68073], [-7.03154, -3.70096, 7.15527], [-5.34032, -4.28320, 3.25217], [-8.57906, -2.33499, 6.57266], [-1.90112, -7.22017, 2.51188], [-12.44870, -11.13222, 1.80400], [-9.02715, -8.70960, 7.40573], [-9.84182, -8.28027, 3.18652], [-7.98626, -7.03721, 4.13264], [-5.78707, -10.26785, 3.35411], [-10.42713, -7.77305, -2.84882], [-5.93712, -3.66640, 7.20675], [-6.61672, -3.71684, 3.50913], [-7.12615, -8.15908, 6.35848], [-5.88620, -9.34367, 5.60719], [-11.51331, -10.12705, -0.95454], [-3.60798, -8.55498, 0.32409], [-11.70752, -9.10732, 0.47174], [-2.72785, -9.87965, 2.01686], [-5.90000, -4.48677, 1.14485], [-12.11955, -12.18278, 0.42924], [-12.41490, -11.17338, 0.71158], [-4.70213, -10.37351, 3.26906], [-4.71743, -7.53453, -3.63874], [-4.54501, -3.77670, 3.80856], [-7.38755, -4.63233, 6.13318], [-4.92793, -9.25013, 5.62186], [-8.00418, -7.44050, 0.96594], [-7.47163, -3.99608, 8.10701], [-4.24406, -4.88223, 1.47264], [-7.63745, -6.72475, 2.25025], [-10.80253, -6.90278, 7.62385], [-9.77694, -6.64395, 7.35484], [-9.32932, -6.30003, 8.30003], [-5.18816, -9.23989, -3.38546], [-5.05304, -4.20714, 1.77090], [-6.01948, -7.91127, -1.93489], [-7.70226, -6.82983, 0.11576], [-7.61300, -13.38997, -1.28171], [-9.85729, -7.51614, -1.96110], [-5.93994, -11.40201, 5.24523], [-7.57285, -8.43829, 0.94147], [-7.80455, -10.57865, -1.24398], [-1.21651, -8.16096, 1.15873], [-6.61223, -6.96670, 2.55858], [-4.91207, -8.30582, -2.89572], [-2.08879, -8.02335, 1.80408], [-11.81842, -8.38484, 3.17759], [-6.54129, -13.37886, 0.14668], [-7.24846, -1.56048, 7.46190], [-2.28957, -9.21732, 2.56028], [-8.57817, -10.68988, -0.67098], [-6.00477, -9.25855, 3.00178], [-11.78991, -7.19585, 5.01288], [-6.23669, -10.46221, 4.77662], [-7.63533, -5.63904, 2.11547], [-8.17569, -12.68139, 0.21610], [-7.03130, -1.99522, 5.80614], [-12.44227, -8.49131, -3.31537], [-10.04069, -8.74417, -3.17956], [-12.42219, -6.47119, -2.78870], [-11.90387, -7.80099, -2.65647], [-13.26699, -6.40996, -2.33622], [-6.33288, -11.01557, 0.13749], [-12.10828, -8.17393, 4.65184], [-10.16558, -7.12548, -3.68819], [-11.49809, -10.12516, 0.13264], [-6.77531, -11.41630, -0.78760], [-6.29960, -10.97790, 2.70330], [-13.14597, -8.36223, 4.94407], [-4.70590, -3.20499, 1.50979], [-5.97568, -6.84356, -1.70083], [-12.52404, -9.08060, 2.73081], [-5.37887, -5.33698, 3.56536], [-3.22943, -6.81533, 0.36784], [-10.52389, -8.95051, 2.98103], [-9.58030, -8.07103, 5.87199], [-9.02667, -7.81242, 6.78654], [-7.33064, -10.44905, 4.80986], [-7.59993, -8.99458, -2.05275], [-13.46383, -11.04478, 0.41584], [-10.10216, -10.05728, 1.47750], [-10.15268, -10.39560, 0.56933], [-9.78685, -5.75768, 6.72090], [-7.49895, -2.33553, 6.73211], [-7.31411, -8.17454, -2.48670], [-8.52223, -7.09253, 3.33115], [-7.71894, -7.39516, 6.40592], [-5.97143, -8.45678, -0.98611], [-7.62790, -5.48749, 6.51444], [-4.18572, -7.51786, 1.61082], [-7.28860, -12.81775, -0.41204], [-3.31998, -7.72270, 0.97059], [-6.83882, -3.94583, 4.42397], [-12.15076, -8.13099, -1.64068], [-5.98255, -11.50923, -1.52807]],
  "forces_ev_per_angstrom": [[0.3, -0.1, -0.4], [0.0, -0.3, 0.1], [0.0, 0.1, 0.0], [-0.1, -0.1, -0.3], [0.4, 0.1, -0.6], [-0.5, -0.6, -0.2], [0.0, 0.1, 0.1], [0.1, 0.0, 0.1], [0.3, 0.0, 0.0], [0.2, 0.2, 0.3], [0.0, 0.0, -0.1], [-0.3, 0.0, 0.3], [0.5, -0.1, -0.2], [0.7, -0.6, -0.9], [0.0, -0.2, 0.4], [0.3, 0.2, 0.0], [0.2, 0.0, -0.2], [0.3, -0.2, 0.1], [0.1, -0.1, 0.0], [0.2, 0.0, -0.1], [-0.5, -0.1, -0.1], [0.1, 0.1, -0.2], [-0.2, 0.2, 0.2], [0.2, 0.1, -0.1], [-1.0, 0.0, 0.3], [-0.1, -0.2, -0.1], [-0.2, -0.1, -0.1], [0.0, 0.0, 0.1], [-0.2, 0.2, 0.1], [0.0, 0.0, 0.0], [-0.4, 0.6, 0.3], [0.1, 0.0, 0.1], [0.0, 0.0, 0.3], [0.3, 0.2, 0.1], [0.0, -0.1, -0.3], [0.1, 0.5, 1.6], [0.1, -0.2, -0.1], [0.0, 0.1, -0.1], [0.6, 0.1, -0.4], [-0.7, 0.0, -0.1], [0.4, -0.3, -0.1], [0.1, 0.0, -0.1], [-0.1, 0.3, 0.0], [0.3, 0.0, -0.2], [-0.2, -0.1, -0.3], [-0.1, 0.0, -0.4], [0.1, 0.2, 0.0], [0.0, -0.1, -0.1], [0.3, -0.2, 0.3], [-0.4, -0.6, -0.5], [0.4, 0.1, 0.4], [0.0, 0.0, 0.0], [-0.1, -0.2, 0.2], [0.1, 0.1, 0.5], [-0.2, 0.2, 0.2], [-0.3, 0.0, 0.1], [-0.1, 0.1, -0.1], [-1.1, 0.7, 0.3], [-0.3, -0.1, 0.1], [0.1, -0.1, 0.1], [0.0, -0.3, -0.1], [0.2, 0.1, -0.3], [-0.2, -0.1, 0.2], [0.1, 0.1, -0.2], [-1.1, 0.2, 1.0], [0.0, -0.1, 0.0], [0.1, 0.2, -0.2], [-0.2, -0.5, 1.0], [0.0, 0.3, 0.3], [0.8, -0.1, 0.6], [0.2, -1.1, 1.0], [0.2, -0.1, -0.1], [-0.1, 0.5, -0.4], [-0.3, 0.0, -0.1], [0.1, 0.0, 0.0], [-0.1, 0.1, 0.0], [0.3, 0.1, 0.1], [0.3, -0.2, -0.1], [0.0, -0.1, -0.1], [0.2, -0.3, 0.0], [-0.7, 0.1, -1.4], [0.0, -0.1, -0.1], [-0.2, -0.1, -0.2], [0.2, 0.1, -0.2], [0.0, 0.2, 0.1], [0.1, -0.2, -0.5], [0.0, -0.3, -0.4], [-0.3, 0.7, -0.1], [0.4, 0.3, 0.1], [0.5, 0.0, -0.2], [-0.1, 0.0, 0.3], [0.4, 0.0, 0.0], [0.4, -0.1, -0.2], [0.1, -0.2, 0.1], [-0.4, 0.5, -0.2], [-0.6, 0.5, 0.2], [-0.3, -0.1, 0.0], [0.1, -0.1, 0.0], [-0.1, 0.3, -0.2]]
}